(1)
The following is a quantum chemistry calculation of 6 unconnected molecules or ions with the total composition C32H42F3NO14, from OMol25.

Its HOMO energy is -9.612 eV. The gap between HOMO and LUMO is 8.7 eV. The net charge is 0.

Each line ends with the Mulliken charge.
Geometry (Å):
N: -4.158 -4.359 -1.641  -0.6946
C: -3.131 -3.657 -2.453  0.3025
O: -3.305 -3.286 -3.621  -0.5060
C: -1.687 -3.410 -1.797  0.6818
C: -0.492 -4.090 -2.673  -0.5888
C: 0.172 -5.185 -1.731  0.4384
C: -0.013 -6.584 -1.897  -0.6265
C: 0.717 -7.494 -0.798  0.1641
O: 1.312 -8.548 -1.066  -0.5381
C: 0.661 -6.898 0.695  -0.1548
O: 0.399 -7.744 1.831  -0.5242
C: 0.835 -5.503 0.879  0.6507
C: 0.763 -4.774 2.292  0.1042
C: -0.037 -3.378 2.064  -0.3438
C: -0.554 -2.736 3.447  0.8310
F: 0.093 -1.478 3.628  -0.2695
F: -0.234 -3.497 4.582  -0.2865
F: -1.946 -2.461 3.409  -0.2852
C: 1.076 -4.680 -0.490  0.3591
O: 1.904 -3.766 -0.615  -0.6273
H: -4.112 -4.025 -0.662  0.3085
H: -3.939 -5.362 -1.583  0.2988
H: -1.712 -3.928 -0.768  -0.3106
H: -1.487 -2.309 -1.576  0.0644
H: -0.927 -4.506 -3.636  0.4721
H: 0.266 -3.265 -2.877  0.0087
H: -0.645 -7.009 -2.734  0.4091
H: -0.588 -7.730 1.874  0.3761
H: 1.778 -4.487 2.706  -0.2059
H: 0.123 -5.399 2.985  0.3398
H: 0.592 -2.584 1.555  0.1588
H: -0.966 -3.533 1.425  -0.0284
O: -1.898 0.074 0.294  -0.5638
C: -1.749 1.050 0.986  0.6132
O: -2.565 2.133 0.960  -0.4034
C: -2.035 3.150 1.823  -0.0303
C: -1.143 2.416 2.797  -0.7484
C: -0.622 1.267 1.957  0.2438
H: -1.483 3.874 1.212  0.0197
H: -2.854 3.667 2.328  0.3587
H: -0.356 3.044 3.218  0.3680
H: -1.740 2.023 3.626  0.3010
H: 0.278 1.543 1.404  0.2415
H: -0.447 0.377 2.556  -0.1752
O: 0.752 -1.311 -3.616  -0.6696
C: 0.909 -0.333 -2.938  0.5470
O: 0.097 0.757 -2.971  -0.3845
C: 0.631 1.773 -2.113  -0.2823
C: 1.523 1.036 -1.141  0.4244
C: 2.037 -0.115 -1.973  -0.3247
H: 1.186 2.493 -2.723  0.1431
H: -0.186 2.294 -1.609  0.2868
H: 2.313 1.662 -0.722  0.4611
H: 0.926 0.646 -0.313  -0.7057
H: 2.939 0.150 -2.529  0.2690
H: 2.209 -1.004 -1.364  0.1226
O: -1.761 5.379 0.098  -0.6357
C: -2.210 6.413 0.526  0.4418
O: -2.609 6.592 1.812  -0.3660
C: -3.192 7.895 1.951  -0.4504
C: -2.629 8.706 0.806  -0.6639
C: -2.453 7.660 -0.276  0.0782
H: -4.280 7.798 1.898  0.2592
H: -2.923 8.316 2.921  0.3287
H: -3.269 9.539 0.512  0.3582
H: -1.653 9.113 1.084  0.2801
H: -3.362 7.531 -0.868  0.2525
H: -1.603 7.886 -0.919  -0.0187
O: -0.187 7.706 -2.877  -0.6252
C: -0.777 6.788 -3.388  0.4050
O: -2.075 6.842 -3.789  -0.3424
C: -2.486 5.548 -4.249  -0.3937
C: -1.207 4.832 -4.617  -0.5025
C: -0.214 5.414 -3.632  0.0939
H: -3.025 5.046 -3.441  0.2449
H: -3.154 5.658 -5.105  0.3197
H: -1.291 3.745 -4.566  0.2964
H: -0.912 5.099 -5.637  0.2946
H: -0.203 4.861 -2.689  -0.1518
H: 0.788 5.471 -4.056  0.3822
O: 3.772 -1.869 3.177  -0.5903
C: 4.650 -2.683 3.083  0.5768
O: 5.615 -2.662 2.126  -0.3494
C: 6.427 -3.837 2.242  -0.4073
C: 6.243 -4.308 3.667  -0.5267
C: 4.818 -3.889 3.965  -0.2741
H: 6.080 -4.574 1.512  0.2531
H: 7.466 -3.588 2.025  0.3090
H: 6.423 -5.376 3.794  0.3339
H: 6.929 -3.769 4.328  0.2572
H: 4.098 -4.653 3.663  0.1131
H: 4.687 -3.629 5.015  0.3293

(2)
The following is a quantum chemistry calculation of a molecular structure, C32H42MnN3O5, from OMol25.

Its HOMO energy (alpha / beta) is -17.297 / -17.265 eV. The gap between HOMO and LUMO (alpha / beta) is 5.8 / 6.4 eV. Its spin multiplicity is 4. The net charge is +3. For the relative energy (zero: lowest compared OMol25 entry of this formula, charge and spin), the calculation gives 0.0000 eV.

Each line ends with the Mulliken spin population.
Geometry (Å):
Mn: -0.116 -0.348 -0.142  3.1717
C: -0.227 -1.012 2.994  0.0028
O: -0.245 -0.050 1.892  0.0059
C: -0.008 1.307 2.346  -0.0028
C: -0.508 2.209 1.247  0.0069
O: -0.025 1.705 -0.025  -0.0011
C: 1.229 2.245 -0.517  0.0069
C: 2.345 1.356 -0.040  -0.0017
O: 1.927 -0.001 -0.330  0.0055
C: 3.064 -0.918 -0.409  0.0033
H: -0.864 -0.615 3.784  0.0000
H: 0.794 -1.152 3.340  0.0025
H: -0.635 -1.947 2.620  0.0009
H: 1.052 1.426 2.573  0.0011
H: -0.581 1.482 3.259  -0.0012
H: -0.183 3.241 1.382  -0.0016
H: -1.596 2.188 1.174  -0.0012
H: 1.345 3.276 -0.179  -0.0016
H: 1.143 2.234 -1.603  -0.0011
H: 2.558 1.444 1.026  0.0005
H: 3.260 1.577 -0.594  -0.0012
H: 3.792 -0.476 -1.089  0.0006
H: 2.701 -1.860 -0.806  0.0011
H: 3.486 -1.065 0.582  0.0018
C: -2.422 0.267 -6.697  0.0005
C: -0.954 0.050 -6.337  0.0044
C: -0.122 1.245 -6.840  0.0029
C: -0.454 -1.247 -6.999  0.0025
C: -0.741 -0.065 -4.843  -0.0016
C: 0.536 -0.315 -4.320  -0.0042
C: 0.737 -0.413 -2.966  0.0121
N: -0.280 -0.271 -2.091  -0.1297
C: -1.531 -0.063 -2.562  0.0211
C: -1.775 0.056 -3.912  -0.0111
C: -2.556 -0.047 -1.517  0.0128
C: -3.905 0.084 -1.729  -0.0059
C: -4.819 -0.033 -0.672  -0.0053
C: -4.274 -0.292 0.589  -0.0019
C: -2.912 -0.395 0.760  0.0144
N: -2.060 -0.250 -0.270  -0.1484
C: -6.305 0.085 -0.929  0.0050
C: -6.585 1.446 -1.589  0.0025
C: -6.704 -1.051 -1.890  0.0028
C: -7.121 -0.031 0.357  0.0003
H: -2.514 0.328 -7.780  0.0000
H: -2.812 1.202 -6.290  -0.0001
H: -3.052 -0.561 -6.367  0.0002
H: -0.261 1.341 -7.915  0.0001
H: 0.944 1.110 -6.658  -0.0001
H: -0.441 2.178 -6.376  0.0002
H: -0.627 -1.181 -8.072  0.0002
H: -0.991 -2.119 -6.625  0.0001
H: 0.614 -1.403 -6.851  -0.0001
H: 1.389 -0.436 -4.971  -0.0003
H: 1.715 -0.607 -2.563  -0.0014
H: -2.786 0.221 -4.250  -0.0011
H: -4.266 0.251 -2.733  0.0004
H: -4.907 -0.413 1.455  -0.0007
H: -2.489 -0.593 1.728  -0.0008
H: -6.082 1.556 -2.549  0.0001
H: -6.289 2.273 -0.942  0.0004
H: -7.655 1.532 -1.773  0.0000
H: -6.198 -0.975 -2.852  0.0001
H: -7.776 -0.990 -2.077  0.0000
H: -6.492 -2.031 -1.462  0.0005
H: -6.880 0.760 1.069  -0.0001
H: -6.993 -1.000 0.840  0.0002
H: -8.178 0.067 0.114  0.0000
O: 1.561 -2.364 1.468  0.0217
C: 0.786 -2.917 0.736  -0.0174
N: -0.122 -2.193 -0.117  -0.0039
C: -0.930 -3.130 -0.871  -0.0083
O: -1.754 -2.803 -1.675  0.0275
C: -0.493 -4.471 -0.436  0.0078
C: -0.950 -5.706 -0.849  -0.0094
C: -0.352 -6.825 -0.273  0.0088
C: 0.663 -6.699 0.675  0.0060
C: 1.119 -5.448 1.086  -0.0053
C: 0.520 -4.345 0.509  0.0038
H: -1.737 -5.800 -1.584  0.0000
H: -0.680 -7.813 -0.566  0.0002
H: 1.104 -7.591 1.099  0.0002
H: 1.906 -5.348 1.820  -0.0001

(3)
The following is a quantum chemistry calculation of 2 unconnected molecules or ions with the total composition C32H42N3O7, from OMol25.

Its HOMO energy is -3.902 eV. The gap between HOMO and LUMO is 6.5 eV. The net charge is -1. For the relative energy (zero: lowest compared OMol25 entry of this formula, charge and spin), the calculation gives 0.2708 eV.

Each line ends with the Mulliken charge.
Geometry (Å):
C: -4.640 -1.517 -1.116  -1.2008
N: -3.377 -2.055 -0.661  0.3276
C: -3.478 -3.405 -0.313  0.6438
O: -4.556 -3.995 -0.275  -0.6993
N: -2.256 -4.000 0.031  0.0415
C: -2.304 -5.336 0.579  -1.1132
C: -1.079 -3.289 0.287  0.5334
O: -0.163 -3.852 0.902  -0.7808
C: -0.971 -1.962 -0.281  -0.3505
C: 0.202 -1.220 -0.128  -0.6695
C: 0.621 -0.307 -1.239  0.5423
C: 0.468 1.084 -1.170  0.3911
C: 0.499 1.906 -2.293  -0.4722
C: 0.972 1.375 -3.522  0.0094
N: 1.140 2.185 -4.615  0.1329
C: 1.051 3.633 -4.480  -0.7230
C: -0.118 4.001 -3.577  -1.1472
C: 0.013 3.322 -2.211  -0.2904
C: 1.940 1.723 -5.739  -0.6592
C: 1.565 0.291 -6.084  -0.8539
C: 1.772 -0.607 -4.865  -0.7446
C: 1.286 -0.013 -3.582  0.5632
C: 1.084 -0.821 -2.468  -1.0388
C: -2.159 -1.384 -0.931  0.3583
O: -2.183 -0.344 -1.612  -0.7181
H: -4.545 -0.439 -1.296  0.3315
H: -4.955 -2.040 -2.038  0.3371
H: -5.401 -1.742 -0.348  0.3384
H: -1.389 -5.856 0.279  0.3268
H: -2.343 -5.293 1.685  0.2628
H: -3.182 -5.841 0.173  0.3918
H: 1.051 -1.729 0.360  1.1727
H: 0.224 1.556 -0.228  0.1031
H: 1.992 4.050 -4.061  0.2677
H: 0.920 4.051 -5.491  0.4319
H: -0.156 5.093 -3.474  0.4086
H: -1.053 3.674 -4.055  0.3137
H: -0.964 3.365 -1.709  0.0555
H: 0.691 3.915 -1.576  0.3971
H: 1.782 2.410 -6.584  0.3797
H: 3.016 1.754 -5.472  0.2873
H: 0.513 0.246 -6.402  0.2921
H: 2.192 -0.046 -6.915  0.3933
H: 1.256 -1.561 -5.024  0.3716
H: 2.844 -0.844 -4.766  0.2917
H: 1.268 -1.899 -2.561  0.4249
C: 3.493 3.053 1.186  -1.1455
C: 3.328 1.584 1.444  -0.3623
O: 1.910 1.317 1.440  -0.0309
C: 1.647 0.111 1.971  -0.3465
C: 0.247 -0.401 1.908  2.3870
C: -0.083 -1.257 3.123  -0.1075
C: 0.865 -2.442 3.246  -0.7459
C: 0.507 -3.317 4.435  -0.9787
C: 0.602 -2.504 5.727  -0.7074
C: -0.331 -1.290 5.659  -0.7997
C: -0.015 -0.429 4.436  -0.6379
C: -0.883 0.518 1.611  -1.2393
O: -2.006 0.084 1.358  -0.7566
O: -0.627 1.844 1.704  -0.2280
C: -1.823 2.675 1.643  -0.3089
C: -1.288 4.025 1.270  -0.7719
O: 2.570 -0.549 2.488  -0.7861
H: 4.519 3.328 1.442  0.4040
H: 3.333 3.283 0.123  0.1993
H: 2.805 3.662 1.793  0.2529
H: 3.750 0.965 0.625  0.2806
H: 3.776 1.284 2.411  0.3657
H: -1.121 -1.609 2.985  0.9585
H: 0.854 -3.004 2.305  0.3272
H: 1.873 -2.029 3.354  0.3089
H: -0.534 -3.633 4.278  0.3180
H: 1.125 -4.226 4.447  0.3729
H: 0.361 -3.156 6.576  0.4118
H: 1.641 -2.160 5.860  0.3011
H: -1.373 -1.652 5.574  0.3140
H: -0.293 -0.714 6.601  0.4160
H: 0.994 0.007 4.509  0.1894
H: -0.698 0.428 4.379  0.2783
H: -2.483 2.255 0.852  0.2656
H: -2.306 2.630 2.644  0.3263
H: -2.012 4.809 1.494  0.4265
H: -0.337 4.228 1.780  0.2100
H: -1.083 4.047 0.191  -0.0224

(4)
The following is a quantum chemistry calculation of a molecular structure, C32H43AsN8S3Zr, from OMol25.

Its HOMO energy is -12.685 eV. The gap between HOMO and LUMO is 7.1 eV. The net charge is +2. For the relative energy (zero: lowest compared OMol25 entry of this formula, charge and spin), the calculation gives 0.0127 eV.

Each line ends with the Mulliken charge.
Geometry (Å):
Zr: -0.653 0.079 0.254  -0.4018
N: 0.665 -1.568 1.385  -0.0447
C: 0.033 -2.225 2.548  -0.9517
C: -1.452 -2.396 2.267  -0.2692
N: -2.099 -1.159 1.750  0.4969
C: -3.280 -1.492 0.909  -0.4996
C: -2.880 -2.281 -0.332  -0.9838
N: -1.543 -1.838 -0.810  -0.0281
C: -2.546 -0.276 2.856  -1.0696
C: -1.387 0.448 3.519  -0.9926
N: -0.397 0.923 2.507  -0.0627
H: 0.903 -2.278 0.689  0.0083
H: 1.567 -1.170 1.641  0.2290
H: 0.227 -1.635 3.438  0.1873
H: 0.467 -3.213 2.711  0.5445
H: -1.977 -2.744 3.161  0.4219
H: -1.546 -3.175 1.512  0.2062
H: -3.722 -0.538 0.614  0.3907
H: -4.031 -2.034 1.493  0.5894
H: -3.627 -2.117 -1.106  0.4838
H: -2.845 -3.354 -0.141  0.3110
H: -1.556 -1.701 -1.817  0.4484
H: -0.886 -2.616 -0.676  -0.3069
H: -3.096 -0.859 3.602  0.4657
H: -3.237 0.448 2.431  0.5742
H: -0.877 -0.196 4.230  0.3288
H: -1.776 1.289 4.093  0.5168
H: 0.543 0.818 2.880  0.1238
H: -0.491 1.930 2.390  0.3782
S: 1.048 -0.700 -1.532  -0.2439
C: 2.698 -0.106 -1.249  1.1227
C: 3.777 -0.842 -1.733  -0.8705
C: 5.069 -0.371 -1.551  -0.6626
C: 5.306 0.828 -0.890  -0.8398
C: 4.237 1.567 -0.408  -0.3037
C: 2.941 1.098 -0.589  -1.0807
As: 1.375 2.043 -0.031  2.5509
C: 0.982 3.247 -1.486  0.4136
C: -0.060 4.165 -1.377  -0.0516
C: -0.357 4.999 -2.445  -1.0997
C: 0.371 4.907 -3.624  -0.6885
C: 1.398 3.981 -3.736  -0.8583
C: 1.708 3.149 -2.669  -0.7211
C: 1.949 3.091 1.482  0.0334
C: 1.737 4.458 1.595  -0.3600
C: 2.146 5.125 2.745  -0.6659
C: 2.767 4.435 3.773  -0.6296
C: 2.995 3.068 3.658  -0.9154
C: 2.585 2.399 2.516  -0.4756
H: 3.601 -1.777 -2.249  0.5400
H: 5.901 -0.950 -1.929  0.4162
H: 6.318 1.185 -0.754  0.4560
H: 4.411 2.506 0.105  0.5117
H: -0.646 4.236 -0.467  0.6217
H: -1.158 5.722 -2.352  0.4809
H: 0.141 5.562 -4.454  0.4509
H: 1.969 3.910 -4.653  0.4570
H: 2.517 2.435 -2.761  0.4003
H: 1.271 5.011 0.790  0.4450
H: 1.987 6.192 2.828  0.4393
H: 3.089 4.962 4.661  0.4118
H: 3.505 2.534 4.449  0.4560
H: 2.813 1.341 2.404  0.6380
S: 0.395 -4.524 -0.255  -0.2381
C: -0.056 -6.114 0.102  0.0417
N: 0.618 -6.941 0.900  -0.0909
C: 0.039 -8.283 0.960  -0.4316
C: -1.089 -8.195 -0.089  -0.4674
N: -1.118 -6.762 -0.398  -0.1514
H: 1.470 -6.661 1.352  0.1963
H: -0.346 -8.493 1.957  0.2734
H: 0.779 -9.038 0.705  0.3070
H: -2.045 -8.526 0.309  0.2919
H: -0.861 -8.777 -0.982  0.2916
H: -1.610 -6.382 -1.188  0.2579
C: -3.814 3.657 -4.067  -1.3501
C: -3.014 2.706 -3.244  0.8938
C: -2.202 1.728 -3.831  -1.2837
C: -1.519 0.877 -2.998  -0.1206
N: -1.641 0.978 -1.666  0.6744
C: -2.411 1.972 -1.191  0.3756
S: -2.322 2.048 0.557  -0.5127
N: -3.105 2.822 -1.914  -0.4946
H: -3.334 3.856 -5.024  0.3919
H: -3.974 4.583 -3.521  0.3693
H: -4.793 3.217 -4.270  0.3390
H: -2.101 1.654 -4.903  0.4362
H: -0.842 0.118 -3.370  0.5284

DFT total energy across the listed records, respectively: -2652.20264, -2935.12589, -1935.63094, -5160.38947 a.u..
Max |F| across the listed records, respectively: 3.6, 0.6, 2.5, 0.2 eV Å⁻¹.